# 1
The following is a DFT calculation (ωB97M-V/def2-TZVPD) of a 2-piece molecular cluster, C5H10NO overall.

Summary:
HOMO (eV): -2.6
Strongest force on any atom (Eh/bohr): 0.060
LUMO (eV): 3.788
Frontier orbital gap (Ha): 0.235
Relative energy (zero: lowest compared OMol25 entry of this formula, charge and spin) (kJ/mol): 271.55
E (eV): -8881.3033

Structure (ORCA input):
```
! wB97M-V def2-TZVPD RIJCOSX def2/J DEFGRID3
* xyz -1 1
C 1.17263 -2.80161 -0.08132
C 1.33791 -1.35206 0.31229
C 1.22913 1.13592 -0.05701
C -3.25489 2.03217 -0.05132
C 0.95630 -0.29520 -0.40208
N -1.95988 1.86419 -0.11094
O -1.23492 2.36234 0.84280
H 2.24121 -3.23086 0.16260
H 0.41575 -3.27511 0.52965
H 1.84715 -1.29338 1.23207
H 0.33095 1.56463 0.55720
H 1.35202 1.90497 -0.90299
H 2.23327 1.01519 0.49088
H 0.86501 -3.12421 -1.10468
H -3.90118 2.40551 0.75997
H -3.82992 1.83041 -1.08103
H 0.19945 -0.74289 -1.09610
*
```

Here are the natural (NBO) charges for atoms 1 to 6, given in e: C -0.6307; C -0.2497; C -0.7136; C -0.3724; C -0.1513; N -0.1252

***

# 2
The following is a DFT calculation (ωB97M-V/def2-TZVPD) of a 10-piece molecular cluster, C19H56F6N8O9P overall.

Summary:
HOMO (eV): -8.3
Strongest force on any atom (Eh/bohr): 0.161
LUMO (eV): 1.766
Frontier orbital gap (Ha): 0.369
Relative energy (zero: lowest compared OMol25 entry of this formula, charge and spin) (kJ/mol): 541.71
E (eV): -76560.8803

Structure (ORCA input):
```
! wB97M-V def2-TZVPD RIJCOSX def2/J DEFGRID3
* xyz -1 1
P -0.41546 -0.87655 0.88395
F -0.95265 -1.31437 -0.60488
F 0.63608 0.03471 0.03252
F -1.41455 0.45830 0.87766
F 0.11779 -0.22959 2.30847
F -1.53888 -1.76534 1.62218
F 0.63293 -2.09829 1.00047
C -4.12371 2.17017 6.53035
O -4.72420 2.55836 7.45626
N -4.09392 0.98674 6.02757
N -3.42248 3.01941 5.82357
H -3.57512 0.73676 5.19784
H -4.68541 0.28575 6.45048
H -3.06147 2.80129 4.90587
H -3.55367 3.99370 6.05517
C -4.73877 3.96142 -4.72621
O -5.65831 3.37588 -4.17598
N -4.89252 4.71405 -5.70623
N -3.46186 3.82794 -4.38502
H -4.07873 5.22352 -6.01974
H -5.77681 4.83130 -6.17992
H -3.26117 3.21816 -3.60528
H -2.79779 4.33328 -4.95401
C 1.31884 -4.27461 8.56297
O 1.86400 -5.13996 9.19799
N 0.18716 -4.34647 8.03058
N 1.80126 -3.09875 8.32879
H -0.21945 -3.51884 7.61853
H -0.25250 -5.21227 8.30840
H 2.75164 -2.89633 8.60430
H 1.35051 -2.66292 7.53697
C -0.72330 -8.56560 1.62398
O -1.12061 -9.68860 1.51328
N -0.55061 -8.01194 2.80708
N -0.59446 -7.73141 0.69166
H -0.23474 -7.05335 2.84471
H -0.41986 -8.67315 3.55927
H -0.47969 -8.32927 -0.11425
H -0.37618 -6.74605 0.73013
C 7.23621 2.08739 -2.38912
C 7.61414 3.28835 -3.34118
C 8.90444 3.10685 -4.17576
O 6.49966 3.46915 -4.25469
H 6.82469 1.27818 -2.99240
H 6.44084 2.50110 -1.76921
H 8.10852 1.82531 -1.79037
H 7.64727 4.22673 -2.78762
H 9.02265 3.93273 -4.87723
H 8.74585 2.17528 -4.71899
H 9.77474 2.79852 -3.59643
H 5.69461 3.41937 -3.73411
C -10.85796 -1.85652 0.87727
C -9.90241 -0.66503 0.65380
C -8.58397 -0.67477 1.44119
O -9.70931 -0.50711 -0.70526
H -10.29056 -2.77664 1.01694
H -11.63472 -2.00224 0.12660
H -11.38357 -1.67782 1.81530
H -10.47767 0.21824 0.93129
H -8.83717 -0.88624 2.48007
H -8.01852 0.25647 1.47534
H -7.92869 -1.50421 1.17526
H -8.95565 0.08486 -0.76161
C 0.46927 -0.53031 -7.98189
C -0.67272 -1.14804 -7.19522
C -1.82751 -1.60126 -8.12865
O -0.22235 -2.31789 -6.63295
H 1.08853 -1.19726 -8.58173
H 1.10784 -0.02043 -7.26054
H 0.04337 0.25058 -8.61191
H -1.09065 -0.44643 -6.47330
H -2.33690 -0.76732 -8.61154
H -2.67085 -2.07902 -7.63003
H -1.51463 -2.22325 -8.96731
H -0.54217 -2.25385 -5.73006
C 6.42612 -1.64684 3.75915
C 6.03214 -3.03259 3.41885
C 6.47999 -3.57230 2.02822
O 6.60072 -3.88380 4.40870
H 6.05070 -1.11851 4.63552
H 5.96550 -1.04095 2.97888
H 7.50997 -1.53913 3.80127
H 4.94439 -3.04205 3.48814
H 6.24460 -2.88870 1.21251
H 5.98634 -4.51863 1.80715
H 7.56965 -3.57200 2.05505
H 6.47655 -3.66014 5.33399
C 2.08625 6.24697 0.27179
C 1.37202 6.24412 -1.07143
C 1.52287 7.41116 -2.01754
O 1.88297 5.12431 -1.81429
H 3.10501 6.59406 0.09932
H 2.20916 5.26550 0.72973
H 1.54654 6.84819 1.00346
H 0.32510 6.08268 -0.81451
H 0.91876 7.38265 -2.92436
H 2.50464 7.45597 -2.48898
H 1.33254 8.40287 -1.60718
H 1.68147 4.37664 -1.24686
*
```

Here are the Mulliken charges for atoms 1 to 6, given in e: P 1.1748; F -0.3602; F -0.3634; F -0.3891; F -0.3696; F -0.3456

***

# 3
The following is a DFT calculation (ωB97M-V/def2-TZVPD) of C3H9N2O as an isolated structure.

Summary:
HOMO (eV): -2.5
Strongest force on any atom (Eh/bohr): 0.104
LUMO (eV): 4.233
Frontier orbital gap (Ha): 0.248
Relative energy (zero: lowest compared OMol25 entry of this formula, charge and spin) (kJ/mol): 451.12
E (eV): -8280.2650

Structure (ORCA input):
```
! wB97M-V def2-TZVPD RIJCOSX def2/J DEFGRID3
* xyz -1 1
C 0.94450 -0.75450 -0.92137
C 0.16399 1.20463 0.47851
C -0.18913 0.20455 -0.58328
N -1.50594 -1.05408 0.90103
N -1.43021 -0.62757 -0.47042
O -2.59445 0.74256 -0.46275
H 1.83566 -0.29532 -1.08838
H 1.05344 -1.66792 -0.34491
H 0.45601 -1.31211 -1.81516
H 0.84871 1.94192 0.12190
H 0.58436 0.55067 1.26782
H -0.63156 1.71824 0.87668
H -0.47644 0.69534 -1.58681
H -1.45629 -0.33178 1.54612
H -2.37771 -1.50699 1.07952
*
```

Here are the natural (NBO) charges for atoms 1 to 6, given in e: C -0.6385; C -0.6392; C -0.0725; N -0.7112; N -0.1091; O -0.9103

***

# 4
The following is a DFT calculation (ωB97M-V/def2-TZVPD) of a 2-piece molecular cluster, C3O2 overall.

Summary:
HOMO (spin up / spin down) (eV): -10.7 / -10.7
Strongest force on any atom (Eh/bohr): 0.066
LUMO (spin up / spin down) (eV): -2.858 / -2.857
Frontier orbital gap (spin up / spin down) (Ha): 0.289 / 0.289
Relative energy (zero: lowest compared OMol25 entry of this formula, charge and spin) (kJ/mol): 381.55
E (eV): -7200.1746

Structure (ORCA input):
```
! wB97M-V def2-TZVPD RIJCOSX def2/J DEFGRID3
* xyz 0 1
C -0.01990 0.65786 0.32233
C 0.53680 -3.21437 -0.66029
C -0.57950 1.85743 0.35910
O -1.02203 2.94146 0.54806
O 1.08463 -2.24239 -0.56920
*
```

natural (NBO) charges in e: C 0.0009; C 0.4850; C 0.3355; O -0.3358; O -0.4856

***

# 5
The following is a DFT calculation (ωB97M-V/def2-TZVPD) of C2H3NO3 as an isolated structure.

Summary:
HOMO (spin up / spin down) (eV): -9.8 / -9.8
Strongest force on any atom (Eh/bohr): 0.038
LUMO (spin up / spin down) (eV): -1.066 / -1.067
Frontier orbital gap (spin up / spin down) (Ha): 0.320 / 0.320
Relative energy (zero: lowest compared OMol25 entry of this formula, charge and spin) (kJ/mol): 531.03
E (eV): -9750.5857

Structure (ORCA input):
```
! wB97M-V def2-TZVPD RIJCOSX def2/J DEFGRID3
* xyz 0 1
C 0.01904 -0.79347 0.11302
C 0.55337 1.07618 -0.13639
O -0.64052 -0.06777 -1.47539
O -1.02066 -0.78998 0.96631
N 0.03818 0.99253 -1.39151
O 0.81172 -1.66162 -0.05357
H -1.05444 -1.65660 1.40552
H -0.20554 1.30006 0.61109
H 1.49886 1.60068 -0.03908
*
```

Here are the natural (NBO) charges for atoms 1 to 6, given in e: C 0.8568; C -0.4497; O -0.2734; O -0.7099; N 0.1572; O -0.5869

***

# 6
The following is a DFT calculation (ωB97M-V/def2-TZVPD) of a 2-piece molecular cluster, C4H11NO2 overall.

Summary:
HOMO (eV): -9.1
Strongest force on any atom (Eh/bohr): 0.068
LUMO (eV): 0.631
Frontier orbital gap (Ha): 0.358
Relative energy (zero: lowest compared OMol25 entry of this formula, charge and spin) (kJ/mol): 198.69
E (eV): -9910.1826

Structure (ORCA input):
```
! wB97M-V def2-TZVPD RIJCOSX def2/J DEFGRID3
* xyz 0 1
C -1.35711 0.12503 1.00191
C 0.04760 0.63639 0.54729
N 0.18869 2.08612 0.54286
C 0.60822 -0.05339 -0.81356
C 1.44360 0.96480 -1.51656
O 2.63584 1.01001 -1.61719
H -1.90588 -0.12681 0.09335
H -1.23090 -0.71469 1.67061
H -1.84112 1.01107 1.40180
H 0.69018 0.21026 1.32262
H -0.33139 2.48944 1.31058
H 1.15909 2.35892 0.53945
H 1.35807 -0.67520 -0.31582
H -0.12715 -0.57401 -1.41095
H 0.79241 1.67530 -2.05811
O -1.05016 -3.22111 -0.22564
H -0.27319 -3.28684 0.35488
H -0.80681 -3.91529 -0.82750
*
```

Here are the natural (NBO) charges for atoms 1 to 6, given in e: C -0.6120; C 0.0022; N -0.8620; C -0.5398; C 0.4514; O -0.5258